This record from the Open Molecules 2025 dataset describes a cluster of 2 separate species, C3H8INO in total at a distorted geometry. The level of theory is ωB97M-V with the def2-TZVPD basis set.

Cartesian coordinates (Å):
C1 0.401 0.357 -1.362
C2 0.579 0.124 -0.047
C3 0.972 1.214 0.915
O1 0.507 -1.093 0.485
N1 0.348 -2.293 -0.339
H1 0.724 1.374 -1.604
H2 0.550 -0.312 -2.194
H3 2.034 1.022 1.222
H4 0.418 1.086 1.778
H5 1.065 2.197 0.542
H6 -0.257 -2.804 0.248
H7 -0.258 -1.986 -1.055
I1 -3.113 0.317 1.308
H8 -3.971 0.796 0.102

The strongest force on any atom is 3.2 eV/A. The HOMO energy comes out at -8.539 eV. As for the SMILES: C=C(C)ON.I. Its relative energy (zero: lowest compared OMol25 entry of this formula, charge and spin) is 279.56 kJ/mol.